Entry from OMol25: 2 unconnected molecules or ions with the total composition C4H10NS at a distorted geometry (wB97M-V/def2-TZVPD).

The geometry in ORCA input format:
```
! wB97M-V def2-TZVPD RIJCOSX def2/J DEFGRID3
* xyz 1 1
C -2.80279 -0.14817 1.66444
C 0.45287 1.45440 -0.98295
C 1.00510 -0.95881 -1.34993
C 0.74627 0.26836 -0.56088
N 0.77259 0.08446 0.82578
S -3.14384 0.39300 0.11858
H -3.07570 0.55203 2.59265
H 0.78656 2.20443 -0.28491
H 0.23493 1.63740 -2.00874
H -2.19458 -1.00173 1.80100
H 0.21679 -1.67546 -1.03045
H 1.08606 -0.91265 -2.50548
H 2.00873 -1.34765 -0.97961
H 1.03928 -0.92082 1.16067
H 1.08528 0.83887 1.48358
H -2.66084 -0.57319 -0.57163
*
```

## Properties
F_max, eV Å⁻¹: 3.632
Gap between HOMO and LUMO (alpha / beta), eV: 4.93 / 4.93
LUMO (alpha / beta), eV: -6.9 / -6.8
HOMO (alpha / beta), eV: -11.8 / -11.8
Energy relative to the best compared isomer or geometry (same formula, charge and spin), kJ/mol: 370.12

Atom charges from the natural (NBO) analysis, given in e for atoms 1 to 8: number 1, C, carries -0.33; number 2, C, carries -0.50; number 3, C, carries -0.67; number 4, C, carries 0.19; number 5, N, carries -0.85; number 6, S, carries 0.53; number 7, H, carries 0.30; number 8, H, carries 0.21